Here is a cluster of 9 separate species, C32H41F9N3O27 in total from OMol25. Energies are from wB97M-V/def2-TZVPD.

Structure (XYZ):
```
112
Properties=species:S:1:pos:R:3
F 6.426 -5.908 -4.508
F -7.428 -5.765 -0.333
F -5.320 -0.808 -2.853
F 5.570 2.669 -7.602
F 0.028 1.152 4.813
F -3.703 4.543 0.683
F 1.617 -1.686 3.516
F 2.353 5.533 8.729
F -3.777 -1.457 4.782
O 2.596 2.069 2.715
O -6.351 2.689 -2.379
O -0.424 3.015 -0.612
O -4.406 3.790 -2.602
O 1.129 5.056 4.499
O 2.272 1.408 4.817
O 2.094 5.088 6.529
O 4.742 -3.154 -1.474
O -4.465 0.667 8.625
O 4.370 1.491 3.981
O -4.491 -0.263 6.565
O 5.243 -4.473 -3.227
O -6.314 -4.352 -4.392
O -1.088 -0.073 -3.950
O -0.413 -2.500 -0.408
O 4.744 0.449 -3.858
O -3.119 -0.327 -3.011
O -2.965 0.158 -5.169
O 5.556 1.427 -5.716
O 3.410 0.870 -5.621
O -6.487 -5.204 -2.307
O -5.200 3.384 -0.561
O 6.877 -3.540 -2.053
O -7.829 -3.545 -2.934
O -0.086 0.986 0.060
O -2.542 0.200 7.542
O 0.713 6.725 5.949
N 1.505 -0.738 0.073
N 0.383 2.198 -0.672
N 2.673 -0.775 -2.037
C -3.523 4.456 -1.696
C -8.283 -3.960 -1.644
C -0.886 -1.181 -0.549
C -2.234 -0.521 6.351
C 1.059 -1.521 1.277
C 6.423 -4.661 -4.000
C -3.515 -0.372 5.557
C 1.187 1.949 2.890
C 7.515 -4.441 -2.970
C 0.284 -0.187 -0.626
C 5.549 -3.674 -2.181
C 2.207 -1.772 2.272
C -7.081 -4.721 -1.119
C 3.570 1.617 -6.834
C 1.019 6.938 7.334
C -3.840 3.746 -0.396
C -3.890 0.244 7.686
C 0.266 -2.743 0.812
C 2.981 -3.066 2.186
C 2.461 -1.510 -0.843
C -5.427 3.248 -1.894
C -4.438 0.036 -3.420
C 2.274 6.102 7.511
C 1.042 1.963 4.397
C 5.071 1.548 -7.046
C 2.169 -1.413 -3.258
C 3.206 1.644 3.858
C -6.829 -4.368 -3.326
C -2.276 -0.078 -4.045
C -4.356 -0.123 -4.924
C 1.291 5.579 5.558
C 4.584 0.875 -4.957
H 5.413 0.687 -7.623
H -3.558 0.517 4.923
H 1.228 -1.923 -3.034
H -3.259 2.835 -0.232
H 3.590 -3.139 3.090
H 7.748 -5.374 -2.456
H 0.906 -3.606 0.632
H -0.442 -3.009 1.608
H 3.383 -1.639 -0.278
H 0.861 0.990 2.485
H -4.651 1.051 -3.090
H -6.354 -4.110 -0.581
H 3.208 6.625 7.303
H -1.560 -0.891 0.269
H 3.258 2.649 -6.667
H 1.156 7.996 7.529
H -4.982 0.571 -5.475
H 2.020 0.076 0.417
H -2.054 -1.570 6.592
H 2.329 -3.940 2.170
H 0.209 6.541 7.948
H -3.772 5.515 -1.630
H 3.658 -3.087 1.330
H 0.549 0.052 -1.655
H -8.559 -3.096 -1.048
H -4.580 -1.150 -5.217
H 2.871 -2.155 -3.653
H 2.048 -2.503 -1.018
H -1.369 -0.099 5.854
H 1.956 -0.664 -4.019
H -1.438 -1.131 -1.485
H -2.496 4.333 -2.028
H -9.136 -4.631 -1.754
H 8.420 -3.992 -3.366
H 0.664 2.763 2.396
H 6.419 -3.944 -4.822
H 3.649 -0.537 -2.149
H 0.382 -0.843 1.803
H 2.908 -0.930 2.186
H 0.919 2.955 4.821
H 2.985 1.170 -7.631
```

- Energy above the lowest of the compared OMol25 structures with the same formula, charge and spin: 0.0 kJ/mol
- HOMO: -12.29 eV
- Gap between HOMO and LUMO: 8.64 eV
- Charge: +1